[1]
Entry from the OMol25 dataset: an isolated molecule of CHClFNO2 in a non-equilibrium geometry (ωB97M-V with the def2-TZVPD basis set).

spin multiplicity: 1
max |F|: 5.54 eV/Å
SMILES string: [O-]/[N+](O)=C(\F)Cl
ΔE to the lowest compared entry with this formula, charge and spin: 181.8 kJ/mol

Positions of all 7 atoms, in Å:
Cl: -0.507 -2.067 -0.523
F: 0.092 -0.066 -2.102
O: -0.243 0.094 1.388
O: 0.152 1.667 -0.135
N: -0.030 0.494 0.033
C: -0.047 -0.443 -0.866
H: 0.582 0.321 2.205

[2]
Entry from the OMol25 dataset: a cluster of 2 separate species, CHClFNS in total in a non-equilibrium geometry (ωB97M-V with the def2-TZVPD basis set).

spin multiplicity: 1
max |F|: 4.31 eV/Å
ΔE to the lowest compared entry with this formula, charge and spin: 326.3 kJ/mol

Positions of all 6 atoms, in Å:
Cl: 1.083 1.460 0.831
S: -0.542 -1.865 2.981
F: 1.279 -1.712 0.957
N: -0.313 0.637 0.868
C: 0.328 -1.356 1.785
H: -0.423 -0.017 0.043

[3]
Entry from the OMol25 dataset: a cluster of 2 separate species, CHClN2 in total in a non-equilibrium geometry (ωB97M-V with the def2-TZVPD basis set).

spin multiplicity: 1
max |F|: 4.40 eV/Å
ΔE to the lowest compared entry with this formula, charge and spin: 351.8 kJ/mol

Positions of all 5 atoms, in Å:
Cl: 3.382 -0.731 0.021
N: 0.240 0.200 0.002
N: -0.755 1.248 0.020
C: -1.072 -0.005 -0.020
H: -1.795 -0.711 -0.022

[4]
Entry from the OMol25 dataset: an isolated molecule of CHClN4 in a non-equilibrium geometry (ωB97M-V with the def2-TZVPD basis set).

spin multiplicity: 1
max |F|: 5.02 eV/Å
SMILES string: Cln1cnnn1
ΔE to the lowest compared entry with this formula, charge and spin: 164.4 kJ/mol

Positions of all 7 atoms, in Å:
Cl: 2.078 1.331 -0.460
N: 0.704 0.005 0.083
N: -0.747 -0.808 -1.176
N: 0.452 -0.779 -1.089
N: -1.346 -0.353 -0.003
C: -0.433 0.167 0.823
H: -0.708 0.437 1.822

Which value of max |F| does entry 2 give? 4.31 eV/Å